25
Properties=species:S:1:pos:R:3:forces:R:3 method="wB97M-V/def2-TZVPD" homo_ev=-9.06 total_charge=0 fmax_ha_per_bohr=0.0235 smiles="CNCCNC(N)=O.O.O" gap_ev=9.55
C -1.067 -2.490 -1.760 0.99 0.31 -0.62
N -1.016 -1.027 -1.853 -0.76 -0.12 0.79
C 0.286 -0.416 -1.641 0.52 -0.06 -0.74
C 0.187 0.895 -0.865 -0.09 0.46 0.62
N 0.694 0.825 0.502 -0.31 -0.10 -0.29
C 2.003 0.709 0.873 -0.18 0.26 0.29
N 2.898 0.800 -0.151 0.46 -0.05 -0.56
O 2.336 0.554 2.041 -0.05 -0.21 -0.08
H -0.165 -2.880 -1.286 0.04 -0.03 0.44
H -1.929 -2.816 -1.189 -0.20 -0.14 -0.23
H -1.013 -2.921 -2.763 -0.54 -0.15 0.04
H -1.709 -0.659 -1.200 0.44 0.05 -0.27
H 0.784 -0.266 -2.614 -0.28 0.19 0.06
H 0.983 -1.090 -1.131 -0.15 -0.02 0.35
H 0.613 1.785 -1.342 0.28 -0.37 -0.30
H -0.861 1.192 -0.782 -0.08 -0.12 0.00
H 0.040 0.666 1.248 0.03 0.24 0.22
H 3.877 0.666 0.047 -0.27 0.19 0.16
H 2.651 1.223 -1.032 0.05 -0.19 0.18
O -0.676 1.172 3.400 -0.51 0.02 -0.24
H 0.255 1.378 3.555 0.00 -0.50 -0.07
H -0.816 0.217 3.446 0.59 0.24 0.27
O -3.108 0.945 1.345 -0.08 -0.23 -0.62
H -2.898 0.975 2.281 0.39 0.06 0.01
H -2.352 0.560 0.872 -0.31 0.24 0.59

115
Properties=species:S:1:pos:R:3:forces:R:3 method="wB97M-V/def2-TZVPD" homo_ev=-3.23 total_charge=-1 fmax_ha_per_bohr=0.0073 gap_ev=5.16
Rb 0.414 0.011 -0.257 -0.06 -0.14 0.04
C 1.858 -4.233 1.097 0.01 -0.04 0.06
C 3.150 -3.816 0.391 0.02 -0.02 -0.01
C 3.213 -2.390 -0.174 0.01 -0.03 -0.06
N 2.770 -1.432 0.808 0.00 0.15 0.00
C 3.547 -0.520 1.282 -0.04 -0.12 0.01
C 4.872 -0.178 0.815 0.03 -0.05 -0.02
C 5.942 0.333 1.519 0.05 0.01 -0.01
C 6.066 0.677 2.864 0.02 0.00 -0.05
C 5.020 0.650 3.795 -0.03 0.01 0.08
C 3.670 0.483 3.618 0.03 0.02 0.05
C 2.926 0.310 2.388 -0.02 0.03 0.02
N 1.725 0.722 2.170 0.09 -0.10 0.05
C 1.022 1.485 3.175 0.03 0.12 -0.04
C -0.020 0.666 3.951 -0.01 0.03 0.07
C -1.371 0.501 3.235 -0.05 0.00 0.03
N -1.357 -0.493 2.184 0.08 -0.09 0.03
C -1.686 -1.709 2.478 -0.02 0.08 -0.01
C -2.031 -2.195 3.792 -0.01 0.00 0.08
C -2.928 -3.178 4.141 0.01 0.02 0.05
C -3.732 -3.999 3.347 0.00 -0.01 -0.03
C -3.618 -4.124 1.961 -0.05 -0.02 0.01
C -2.689 -3.600 1.091 0.00 -0.05 -0.03
C -1.585 -2.705 1.346 0.09 -0.03 -0.04
N -0.520 -2.577 0.635 -0.07 0.08 0.04
C -0.164 -3.530 -0.385 -0.04 0.02 -0.10
C 0.678 -4.661 0.219 -0.01 -0.05 -0.02
H 1.538 -3.429 1.760 0.00 0.00 -0.02
H 2.105 -5.090 1.733 0.00 0.02 0.00
H 3.374 -4.522 -0.420 0.01 0.01 0.00
H 3.970 -3.908 1.112 -0.01 0.02 0.01
H 2.551 -2.320 -1.047 -0.01 -0.03 0.00
H 4.233 -2.225 -0.547 0.00 -0.03 0.02
H 5.080 -0.445 -0.215 -0.01 -0.01 0.00
H 6.851 0.445 0.929 0.00 0.01 0.01
H 7.050 0.950 3.224 0.00 0.00 -0.01
H 5.318 0.832 4.826 0.00 -0.01 -0.01
H 3.065 0.541 4.515 -0.01 0.00 0.00
H 0.473 2.273 2.648 0.02 0.05 0.02
H 1.701 1.988 3.876 -0.01 -0.05 0.02
H -0.209 1.181 4.901 -0.01 0.00 -0.01
H 0.392 -0.317 4.196 0.01 0.00 -0.02
H -1.623 1.465 2.774 0.01 0.00 0.01
H -2.148 0.288 3.984 0.01 0.00 -0.01
H -1.567 -1.668 4.617 0.00 0.01 -0.01
H -3.061 -3.298 5.215 -0.01 -0.01 -0.01
H -4.468 -4.616 3.848 0.00 0.00 0.00
H -4.339 -4.795 1.495 0.00 0.00 0.02
H -2.757 -3.955 0.067 0.02 0.01 0.00
H 0.417 -2.998 -1.151 0.03 -0.02 0.02
H -1.016 -3.977 -0.917 0.01 0.01 0.02
H 1.026 -5.322 -0.586 0.01 0.01 -0.01
H -0.001 -5.256 0.838 0.00 0.01 0.00
N -4.418 -0.873 -0.563 0.08 -0.01 0.01
C -3.075 -0.702 -0.450 -0.08 -0.12 0.02
N -2.248 -0.689 -1.434 -0.13 0.20 0.02
C -2.729 -0.850 -2.720 0.12 -0.08 -0.16
N -1.941 -0.857 -3.739 0.08 0.08 0.16
N -0.623 -0.573 -3.403 -0.07 -0.26 -0.25
C 0.220 -1.387 -3.891 -0.15 0.08 0.02
C 1.663 -1.212 -3.659 0.16 -0.01 0.03
C 2.572 -2.039 -4.315 -0.04 0.05 0.02
C 3.927 -1.842 -4.103 0.01 0.00 0.01
C 4.326 -0.829 -3.250 0.00 0.02 0.00
C 3.345 -0.068 -2.624 0.02 0.01 0.04
N 2.047 -0.256 -2.810 0.07 0.10 -0.10
C -4.169 -1.072 -2.924 -0.10 0.00 -0.04
C -4.733 -1.277 -4.184 0.01 0.01 0.05
C -6.088 -1.503 -4.318 -0.02 0.00 -0.03
C -6.904 -1.533 -3.187 0.00 0.00 0.05
C -6.368 -1.331 -1.932 0.02 0.00 -0.02
C -4.998 -1.097 -1.801 0.03 0.00 0.00
H -4.943 -1.033 0.281 -0.01 -0.01 -0.01
H -2.683 -0.562 0.557 -0.02 0.06 0.02
H -0.095 -2.238 -4.498 -0.03 -0.01 0.01
H 2.215 -2.818 -4.976 -0.01 0.00 -0.01
H 4.657 -2.472 -4.594 0.00 0.00 0.00
H 5.371 -0.638 -3.045 0.01 -0.01 0.00
H 3.622 0.717 -1.927 0.01 0.00 0.00
H -4.077 -1.259 -5.043 0.01 0.00 0.00
H -6.519 -1.664 -5.297 0.01 0.00 0.00
H -7.965 -1.717 -3.291 0.00 0.00 0.01
H -6.992 -1.354 -1.047 -0.02 0.00 0.00
C 5.190 3.435 -0.209 0.01 0.02 0.05
N 4.167 3.313 -1.229 -0.02 -0.06 -0.07
C 2.817 3.263 -0.977 0.04 0.12 0.01
N 2.478 3.095 0.339 0.07 -0.21 0.09
O 2.000 3.395 -1.880 -0.02 -0.02 -0.01
H 6.158 3.535 -0.698 0.00 0.00 -0.01
H 5.236 2.540 0.415 -0.01 0.04 -0.01
H 5.032 4.308 0.430 0.01 0.00 0.00
H 4.373 3.607 -2.167 0.00 0.03 0.01
H 3.149 2.637 0.940 0.00 -0.01 -0.01
H 1.538 2.760 0.499 -0.16 0.18 -0.12
C -1.268 2.652 -2.461 -0.03 -0.03 -0.05
N -2.019 3.360 -1.435 0.04 0.03 0.00
C -2.981 4.315 -1.939 -0.03 0.02 0.00
C -3.928 4.739 -0.837 0.01 0.02 -0.01
C -3.114 5.281 0.319 -0.03 0.01 -0.01
N -2.073 4.349 0.693 0.00 0.00 0.02
C -1.463 4.576 1.985 0.02 -0.01 0.01
C -1.510 3.431 -0.162 -0.08 -0.07 -0.20
O -0.614 2.680 0.210 0.12 0.05 0.16
H -1.941 2.024 -3.049 -0.01 -0.01 0.03
H -0.506 2.029 -2.014 0.00 0.03 -0.02
H -0.770 3.362 -3.127 0.02 0.00 0.03
H -3.529 3.836 -2.754 0.01 0.00 0.01
H -2.474 5.193 -2.367 0.00 0.00 0.01
H -4.512 3.876 -0.507 0.01 -0.01 0.01
H -4.620 5.500 -1.198 0.00 0.00 0.00
H -3.752 5.443 1.193 0.00 0.00 0.00
H -2.680 6.256 0.056 -0.01 -0.01 -0.01
H -2.137 4.286 2.797 0.00 0.00 0.00
H -1.217 5.636 2.098 0.00 0.00 0.00
H -0.551 3.994 2.060 -0.01 -0.01 0.01

42
Properties=species:S:1:pos:R:3:forces:R:3 method="wB97M-V/def2-TZVPD" homo_ev="-2.11 / 0.09" total_charge=-1 fmax_ha_per_bohr=0.0383 gap_ev="4.90 / 2.71"
Sc -2.051 1.924 -0.071 0.52 -1.17 -0.08
Cl -3.604 3.496 -0.525 -1.32 1.19 -0.66
Cl -0.343 2.987 1.065 1.18 0.54 0.43
C 1.172 -1.384 -1.422 -0.28 0.71 1.66
H 1.305 -2.110 -0.597 -0.12 0.39 -0.69
H 1.806 -0.502 -1.255 -0.44 -0.17 -0.32
C -0.278 -1.214 -1.938 1.10 -0.54 -0.23
C 0.855 -1.873 -2.755 -0.83 -0.43 -1.02
H -1.007 -1.926 -1.548 0.32 0.25 0.16
C 1.317 -1.255 -4.061 0.27 0.20 -0.02
H 0.785 -2.953 -2.839 -0.09 -0.04 0.07
C 1.023 0.254 -4.162 0.21 -0.15 0.54
H 2.400 -1.418 -4.205 -0.20 0.10 0.20
H 0.866 -1.823 -4.888 -0.24 0.30 0.15
C -0.407 0.641 -3.755 -0.15 0.14 -0.33
H 1.716 0.773 -3.488 0.03 -0.01 -0.09
H 1.263 0.593 -5.178 -0.20 0.06 0.19
C -0.911 0.093 -2.390 0.20 0.38 0.12
H -0.517 1.739 -3.772 0.13 -0.32 0.04
H -1.084 0.290 -4.548 0.07 -0.08 0.24
H -0.869 0.915 -1.570 0.43 -1.35 -1.37
H -1.977 -0.142 -2.533 0.17 0.31 0.30
C -3.434 -1.480 1.270 -0.59 -0.58 0.13
P -2.042 -0.340 1.616 0.84 -0.09 -0.29
C -3.141 1.110 2.001 0.02 1.06 0.57
C -1.346 -1.039 3.179 -0.78 0.05 -0.43
C -1.891 -0.692 4.430 0.12 0.11 0.65
C -1.384 -1.217 5.618 -0.35 0.44 -0.50
C -0.365 -2.163 5.602 0.15 -0.12 0.14
C 0.190 -2.533 4.372 0.07 0.13 -0.90
C -0.275 -1.971 3.170 0.29 -0.08 0.57
H -3.728 -1.280 0.227 -0.08 -0.09 0.16
H -4.291 -1.274 1.941 0.28 -0.16 -0.19
H -3.158 -2.543 1.383 0.05 0.46 -0.13
H -3.302 1.137 3.073 -0.28 0.08 0.24
H -2.714 2.174 1.848 -0.40 -1.40 0.29
H -4.108 1.046 1.488 0.24 -0.16 0.27
H -2.730 0.008 4.484 0.32 -0.28 0.07
H -1.800 -0.861 6.555 -0.03 -0.16 0.02
H -0.002 -2.595 6.532 -0.02 0.07 -0.18
H 1.010 -3.266 4.353 -0.42 0.36 -0.09
H 0.194 -2.249 2.222 -0.17 0.05 0.30

138
Properties=species:S:1:pos:R:3:forces:R:3 method="wB97M-V/def2-TZVPD" homo_ev=-9.88 total_charge=+1 fmax_ha_per_bohr=0.1031 gap_ev=4.80
C -5.443 5.404 1.779 0.36 -0.33 1.12
C -5.516 4.473 2.577 1.13 -0.12 -0.23
C -5.318 3.219 3.520 -0.76 0.73 -1.51
C -4.024 2.402 3.049 -0.57 1.77 1.03
N -4.310 1.241 2.407 0.93 1.56 0.65
N -3.283 0.540 1.959 2.32 3.26 1.84
O -3.576 -0.586 1.285 0.03 -0.14 -0.07
C -3.401 -1.798 2.062 -0.12 -2.39 1.12
C -3.829 -1.770 3.584 0.42 -0.82 0.79
C -2.607 -2.303 4.503 -0.80 -0.80 -0.22
C -1.986 1.004 2.142 1.17 -0.83 0.73
P -0.591 -0.059 1.366 1.67 2.18 -3.07
N 0.093 0.914 0.289 -0.35 -0.84 1.27
C -1.512 2.240 2.861 -5.26 -0.45 0.51
P 0.279 2.785 3.110 1.44 0.54 -0.75
S 0.669 4.588 2.507 -0.47 -0.01 0.06
C -2.706 3.068 3.402 1.91 -3.03 -2.29
C -2.537 4.411 4.191 -1.18 -0.01 0.43
C -2.457 4.193 5.767 0.81 -0.22 0.75
C -1.649 2.908 6.230 -0.58 0.62 1.03
F -3.769 4.171 6.371 1.45 -0.21 -1.13
H -5.268 6.351 1.194 -0.58 -1.78 0.88
H -6.267 2.606 3.400 1.43 0.45 0.22
H -5.247 3.556 4.595 0.13 -0.37 -1.22
H -4.020 -2.608 1.547 0.74 1.51 0.26
H -2.327 -2.193 2.015 -1.28 0.94 -0.15
H -4.219 -0.794 3.989 0.46 -0.85 -0.77
H -4.663 -2.533 3.727 0.93 1.24 -0.28
H -2.650 -1.898 5.558 0.14 -0.36 -1.31
H -1.594 -2.147 4.026 -1.07 0.14 0.64
H -2.743 -3.436 4.578 0.39 1.51 0.00
H -1.119 -1.149 0.599 -0.27 0.21 1.28
H 0.410 -0.438 2.310 -1.12 -0.46 0.37
H 1.093 1.021 0.491 -0.50 0.03 -0.19
H 0.670 2.647 4.494 -0.83 -0.53 -0.74
H 1.162 1.897 2.395 -0.92 -0.04 0.82
H -1.631 5.016 3.881 -0.85 -1.19 0.08
H -3.442 5.080 4.002 1.12 -0.96 0.13
H -1.921 5.082 6.242 -0.91 -1.01 -0.84
H -2.012 1.937 5.783 0.52 1.12 0.26
H -1.792 2.814 7.361 0.17 0.17 -1.52
H -0.547 3.102 6.078 -1.29 -0.39 -0.01
C -2.987 -2.273 -2.780 -0.01 -0.11 0.20
O -3.261 -3.658 -2.647 0.10 0.41 -0.38
C -3.261 -4.359 -3.896 0.09 -0.70 0.16
C -2.039 -5.269 -4.009 0.00 0.50 0.00
N -0.812 -4.493 -4.172 -0.07 -0.14 0.13
C 0.419 -5.266 -4.003 -0.03 0.18 0.13
C 0.660 -5.949 -2.649 0.41 -0.11 -0.32
O 0.898 -5.051 -1.572 -0.35 -0.13 0.02
C -0.279 -4.512 -1.000 0.45 0.23 0.15
H -3.213 -1.791 -1.825 -0.04 -0.09 -0.02
H -1.931 -2.097 -3.003 -0.01 0.14 -0.14
H -3.608 -1.814 -3.554 0.08 0.00 0.01
H -3.338 -3.680 -4.750 0.14 0.09 0.12
H -4.153 -4.991 -3.895 -0.01 0.03 -0.02
H -2.162 -5.932 -4.872 0.01 0.02 0.05
H -2.003 -5.887 -3.105 -0.20 -0.13 -0.01
H -0.808 -3.743 -3.492 -0.01 -0.03 -0.10
H 1.246 -4.572 -4.179 0.04 -0.10 0.02
H 0.471 -6.022 -4.793 -0.06 -0.03 0.07
H 1.577 -6.538 -2.748 -0.03 0.08 0.03
H -0.126 -6.665 -2.386 -0.13 0.12 0.03
H -1.111 -5.218 -1.016 -0.07 0.03 -0.09
H -0.550 -3.582 -1.508 -0.29 -0.03 0.02
H -0.063 -4.256 0.043 0.06 -0.13 -0.08
C -5.817 -4.949 -1.043 0.28 0.13 -0.03
O -5.296 -5.588 0.113 -0.41 0.21 -0.05
C -6.293 -6.241 0.902 0.39 -0.45 0.32
C -6.161 -7.760 0.795 -0.15 0.28 -0.37
N -6.559 -8.239 -0.527 0.17 0.02 0.16
C -6.193 -9.631 -0.796 0.07 0.13 -0.14
C -4.703 -10.004 -0.766 -0.21 -0.34 -0.18
O -3.937 -9.446 -1.826 0.00 0.11 0.37
C -3.517 -8.109 -1.616 0.07 -0.20 -0.48
H -5.034 -4.312 -1.459 -0.02 -0.15 0.11
H -6.095 -5.681 -1.807 -0.19 0.06 -0.04
H -6.681 -4.322 -0.801 -0.06 -0.12 -0.02
H -7.304 -5.907 0.651 0.07 -0.03 -0.19
H -6.099 -5.958 1.941 -0.05 -0.01 0.02
H -6.798 -8.231 1.552 0.04 0.01 -0.04
H -5.119 -8.015 1.016 0.03 0.06 0.23
H -6.123 -7.658 -1.233 -0.07 -0.01 0.07
H -6.573 -9.866 -1.794 0.05 -0.08 0.05
H -6.733 -10.276 -0.095 0.08 0.03 0.04
H -4.643 -11.088 -0.903 0.00 0.07 -0.04
H -4.232 -9.800 0.202 0.00 0.19 -0.01
H -3.307 -7.897 -0.565 -0.10 0.03 0.06
H -4.264 -7.414 -2.008 0.05 0.21 0.18
H -2.599 -7.952 -2.192 -0.08 -0.12 0.07
C 6.872 3.349 -0.620 -0.14 -0.11 -0.15
O 6.856 1.930 -0.566 0.26 0.26 0.25
C 7.736 1.386 0.417 -0.27 -0.57 -0.04
C 6.945 0.795 1.583 0.10 0.43 -0.08
N 6.315 1.843 2.386 -0.19 -0.25 -0.07
C 5.320 1.352 3.336 0.01 0.24 -0.20
C 4.097 0.609 2.777 0.01 -0.04 0.54
O 3.199 1.432 2.035 0.00 -0.34 -0.15
C 3.580 1.653 0.680 -0.22 0.39 -0.04
H 6.344 3.658 -1.521 0.10 -0.14 0.09
H 6.353 3.783 0.240 0.12 0.19 0.04
H 7.894 3.737 -0.668 -0.06 0.01 0.06
H 8.476 2.115 0.761 -0.17 0.10 0.02
H 8.278 0.571 -0.071 0.03 0.02 0.04
H 7.621 0.215 2.220 -0.05 0.03 -0.01
H 6.200 0.111 1.161 0.12 -0.17 -0.10
H 5.860 2.503 1.767 0.15 0.02 0.04
H 4.955 2.225 3.885 -0.05 -0.08 0.04
H 5.820 0.708 4.067 -0.06 -0.07 -0.08
H 3.521 0.249 3.637 0.00 0.06 -0.02
H 4.365 -0.285 2.205 0.06 0.13 -0.17
H 4.087 0.792 0.242 0.09 0.01 0.08
H 4.203 2.546 0.607 0.09 -0.12 -0.17
H 2.672 1.851 0.102 0.16 0.04 0.05
C 2.877 7.851 -5.090 0.08 -0.24 -0.07
O 4.186 7.626 -5.584 -0.29 0.37 0.10
C 4.971 8.815 -5.681 0.61 -0.27 -0.04
C 6.071 8.827 -4.620 -0.47 0.05 0.08
N 5.519 9.022 -3.280 0.15 -0.14 -0.08
C 6.469 8.762 -2.198 -0.21 -0.11 -0.02
C 7.066 7.351 -2.086 0.15 0.23 0.38
O 6.132 6.347 -1.705 0.14 -0.01 -0.33
C 5.345 5.840 -2.772 -0.19 -0.07 0.42
H 2.295 6.941 -5.250 0.12 0.03 -0.04
H 2.888 8.059 -4.016 -0.13 0.15 0.02
H 2.384 8.672 -5.619 0.02 0.01 0.07
H 4.359 9.721 -5.637 -0.07 -0.10 0.16
H 5.450 8.788 -6.664 -0.02 0.04 0.01
H 6.773 9.640 -4.839 -0.02 -0.04 0.02
H 6.611 7.877 -4.697 0.10 0.01 -0.21
H 4.727 8.404 -3.158 0.03 0.09 -0.05
H 5.941 8.973 -1.263 0.10 -0.03 0.02
H 7.286 9.487 -2.267 0.02 -0.08 -0.05
H 7.807 7.381 -1.281 -0.08 -0.01 -0.01
H 7.616 7.049 -2.984 -0.16 -0.02 -0.11
H 5.889 5.811 -3.717 -0.01 0.10 -0.03
H 4.428 6.425 -2.872 0.00 -0.04 -0.27
H 5.045 4.820 -2.513 0.05 0.13 -0.03